DFT (the ωB97M-V functional and the def2-TZVPD basis) results for a molecular structure, C7H9BrN2.

Output
LUMO level (spin up / spin down)	0.819 / -2.997	eV
strongest force on any atom	5.70	eV/Å
multiplicity	3
relative energy (zero: lowest compared OMol25 entry of this formula, charge and spin)	0.0	kJ/mol
highest occupied orbital energy (spin up / spin down)	-0.214 / -0.326	Eh
Kohn-Sham gap (spin up / spin down)	0.24440 / 0.21590	Eh

Last column: Mulliken charge in e.
Geometry (Å):
C  -2.157  -1.451  -0.316  -0.51
C  -1.887  -1.294  0.976  -0.42
C  -1.206  -1.154  -1.282  -0.37
C  -0.678  -0.767  1.377  -0.54
C  0.045  -0.709  -0.917  -0.09
C  0.310  -0.353  0.414  0.50
C  1.474  0.467  0.873  -1.66
N  0.763  2.090  -0.736  -0.68
N  1.664  1.617  0.273  0.10
Br  3.463  -0.886  0.084  -0.12
H  -3.190  -1.515  -0.549  0.33
H  -2.632  -1.413  1.677  0.43
H  -1.464  -1.362  -2.293  0.42
H  -0.498  -0.705  2.444  0.35
H  0.949  -0.672  -1.538  0.34
H  1.869  0.338  1.791  0.88
H  -0.095  1.514  -0.536  0.43
H  1.141  1.926  -1.642  0.29
H  2.581  2.158  0.315  0.31

Cartesian forces, eV/Å:
-0.69 0.93 -2.29
2.15 0.84 1.30
0.10 -0.69 0.09
1.37 0.15 -0.37
1.20 0.17 0.17
-0.47 -0.28 2.66
-4.31 -3.24 -1.61
-0.45 -0.36 2.81
2.25 4.24 -3.08
0.96 -0.26 -0.46
-0.70 -0.78 -0.73
-1.45 -0.58 1.57
0.09 -0.01 -0.78
0.19 0.47 -0.04
-0.82 0.20 -0.48
1.10 -0.30 3.07
1.06 1.00 -0.95
0.15 -0.41 -0.79
-1.71 -1.10 -0.08

***

DFT (the ωB97M-V functional and the def2-TZVPD basis) results for a molecular structure, C18H16F5OPbTe2.

Output
LUMO level	-11.887	eV
net charge	+3
strongest force on any atom	0.58	eV/Å
highest occupied orbital energy	-0.665	Eh
Kohn-Sham gap	0.22817	Eh

Last column: Mulliken charge in e.
Geometry (Å):
Pb  -3.051  2.242  -0.359  1.31
C  -3.952  0.642  1.641  -0.37
C  -3.887  1.882  2.296  -0.37
C  -4.747  2.922  1.917  -0.44
C  -5.669  2.726  0.884  -0.41
C  -5.735  1.492  0.227  -0.39
C  -4.878  0.447  0.604  -0.40
H  -3.339  -0.184  1.977  0.52
H  -3.206  2.023  3.125  0.44
H  -4.712  3.869  2.441  0.46
H  -6.350  3.523  0.608  0.46
H  -6.468  1.331  -0.555  0.44
H  -4.975  -0.524  0.133  0.50
F  -1.067  -1.547  -1.498  -0.38
Te  -0.944  0.131  -2.216  2.29
F  -2.817  0.343  -2.050  -0.44
F  -0.918  1.787  -3.001  -0.40
F  0.896  -0.028  -2.318  -0.48
F  -1.131  -0.611  -3.854  -0.31
O  -0.783  0.899  -0.525  -0.81
Te  1.359  0.304  0.549  1.15
C  3.147  0.799  -0.307  0.80
C  3.726  0.364  -1.500  -0.05
C  5.061  0.650  -1.690  -0.84
C  5.790  1.345  -0.715  -0.44
C  5.188  1.794  0.449  -0.77
C  3.830  1.569  0.647  -0.57
C  1.330  -1.705  0.431  1.00
C  0.533  -2.332  1.411  -0.64
C  0.585  -3.706  1.524  -0.78
C  1.389  -4.437  0.651  -0.43
C  2.158  -3.810  -0.334  -0.79
C  2.137  -2.440  -0.456  -0.11
H  3.166  -0.168  -2.253  0.53
H  5.548  0.335  -2.604  0.43
H  6.836  1.562  -0.890  0.43
H  5.751  2.356  1.181  0.43
H  3.344  1.990  1.522  0.37
H  -0.087  -1.754  2.086  0.39
H  0.009  -4.213  2.285  0.44
H  1.421  -5.515  0.740  0.45
H  2.776  -4.402  -0.995  0.46
H  2.737  -1.950  -1.206  0.29

Cartesian forces, eV/Å:
0.09 0.07 0.03
-0.07 -0.07 0.08
-0.01 0.05 0.05
-0.01 0.01 0.00
-0.01 0.02 0.02
-0.01 0.02 -0.05
-0.13 -0.06 0.02
0.05 0.03 -0.04
0.01 0.00 -0.01
-0.01 0.00 0.00
0.00 0.00 0.00
0.00 0.00 0.00
0.07 0.02 -0.04
-0.12 -0.31 0.10
0.36 -0.11 0.16
-0.30 0.02 -0.01
-0.06 0.31 -0.12
0.18 -0.05 -0.17
-0.12 -0.02 -0.15
0.32 -0.16 0.00
-0.01 0.08 0.43
-0.52 0.24 -0.06
0.29 -0.01 0.05
-0.05 -0.04 -0.06
0.00 0.00 0.00
-0.10 0.04 0.05
0.31 0.12 -0.12
-0.14 0.01 -0.18
0.05 -0.12 -0.04
-0.04 0.04 0.01
0.02 -0.04 -0.02
-0.01 0.01 -0.02
-0.06 -0.11 0.10
0.01 0.04 -0.02
0.02 0.01 0.01
0.00 -0.01 -0.01
0.01 0.00 0.00
-0.02 -0.02 -0.01
0.00 0.01 0.01
0.00 0.00 0.00
0.01 0.00 0.00
0.00 0.00 0.00
0.02 -0.03 0.03

***

DFT (the ωB97M-V functional and the def2-TZVPD basis) results for a molecular structure, C22H40F6O12S2V.

Output
LUMO level (spin up / spin down)	0.054 / 0.388	eV
strongest force on any atom	2.97	eV/Å
multiplicity	2
relative energy (zero: lowest compared OMol25 entry of this formula, charge and spin)	0.0	kJ/mol
highest occupied orbital energy (spin up / spin down)	-0.343 / -0.343	Eh
Kohn-Sham gap (spin up / spin down)	0.34515 / 0.35744	Eh

Last column: Mulliken charge in e.
Geometry (Å):
O  0.237  -0.985  0.072  -0.31
V  -0.080  0.540  -0.153  0.03
C  -0.021  -0.682  -4.573  0.64
F  1.261  -1.002  -4.509  -0.21
F  -0.360  -0.543  -5.840  -0.23
F  -0.765  -1.633  -4.027  -0.17
S  -0.312  0.926  -3.645  1.17
O  -1.704  1.289  -3.884  -0.71
O  -0.088  0.557  -2.225  -1.01
O  0.689  1.840  -4.165  -0.65
C  -0.227  0.056  4.246  0.56
F  -1.525  0.287  4.404  -0.25
F  0.352  0.071  5.433  -0.23
F  -0.068  -1.126  3.666  -0.14
S  0.570  1.373  3.175  1.36
O  0.100  1.023  1.825  -0.96
O  0.061  2.636  3.656  -0.79
O  2.007  1.192  3.312  -0.72
C  0.011  4.813  -0.816  -0.86
C  -1.233  4.794  0.049  -0.64
C  -1.239  3.380  0.591  -0.07
O  -0.569  2.575  -0.420  0.95
C  -0.054  3.425  -1.469  -0.21
H  0.921  4.906  -0.218  0.25
H  0.008  5.632  -1.533  0.44
H  -2.093  5.050  -0.570  0.31
H  -1.103  5.527  0.847  0.41
H  -2.272  3.036  0.681  -0.10
H  -0.739  3.298  1.551  -0.02
H  -0.760  3.428  -2.299  0.47
H  0.923  3.141  -1.848  -0.37
C  -2.396  -4.388  -2.558  -0.60
C  -1.782  -5.061  -1.322  -0.75
C  -1.690  -3.909  -0.324  -0.27
O  -1.952  -2.707  -1.016  0.12
C  -2.842  -3.014  -2.094  -0.62
H  -3.166  -4.968  -3.070  0.38
H  -1.628  -4.244  -3.323  0.18
H  -0.844  -5.574  -1.538  0.32
H  -2.373  -5.893  -0.929  0.30
H  -0.702  -3.883  0.139  -0.06
H  -2.424  -3.990  0.489  0.37
H  -2.746  -2.196  -2.808  0.36
H  -3.882  -2.960  -1.734  0.38
C  2.870  -2.987  3.774  -0.57
C  3.884  -1.836  3.770  -0.63
C  3.799  -1.287  2.338  -0.27
O  2.558  -1.717  1.812  -0.05
C  2.333  -3.009  2.343  -0.49
H  2.062  -2.763  4.472  0.18
H  3.266  -3.945  4.114  0.38
H  4.917  -2.164  3.900  0.31
H  3.630  -1.095  4.524  0.26
H  4.615  -1.705  1.726  0.45
H  3.886  -0.204  2.259  -0.07
H  2.848  -3.729  1.695  0.43
H  1.267  -3.239  2.359  0.07
C  -4.475  0.454  -0.278  -0.79
C  -4.209  -0.714  0.673  -0.30
C  -2.842  -0.381  1.199  -0.41
O  -2.181  0.352  0.121  1.11
C  -3.136  0.667  -0.947  -0.24
H  -4.762  1.379  0.223  0.31
H  -5.223  0.134  -1.004  0.39
H  -4.242  -1.652  0.124  -0.01
H  -4.979  -0.669  1.443  0.43
H  -2.259  -1.265  1.449  0.00
H  -2.866  0.320  2.033  0.32
H  -2.972  -0.034  -1.762  -0.05
H  -3.009  1.702  -1.250  0.10
C  3.690  2.727  -0.730  -0.79
C  3.563  1.876  -1.995  -0.57
C  2.860  0.621  -1.482  -0.48
O  2.003  1.087  -0.445  1.46
C  2.731  2.076  0.285  -0.35
H  3.498  3.791  -0.876  0.25
H  4.700  2.700  -0.316  0.39
H  4.490  1.665  -2.521  0.55
H  2.874  2.357  -2.692  0.08
H  3.600  -0.112  -1.142  0.36
H  2.284  0.114  -2.249  -0.04
H  3.340  1.633  1.072  0.10
H  2.085  2.815  0.753  0.13

Cartesian forces, eV/Å:
-0.49 1.49 -0.45
1.01 -2.76 0.42
-0.26 1.16 0.68
0.34 -0.34 0.15
-0.14 0.07 -0.36
-0.01 -0.47 0.09
-0.99 1.28 -0.67
1.18 -0.61 0.12
0.07 -0.34 0.10
-0.42 -0.85 0.45
0.50 0.85 -0.80
-0.34 0.01 -0.04
0.13 -0.22 0.31
-0.01 -0.37 0.11
1.91 0.48 0.76
-0.76 0.04 -0.57
-0.31 -0.51 -0.26
-1.29 -0.19 0.02
0.12 -0.41 -0.44
0.74 0.62 0.28
-0.86 0.43 -0.22
0.33 0.45 0.11
-0.02 1.47 -0.08
-0.05 -0.07 0.08
0.01 -0.13 -0.13
-0.17 -0.16 0.19
-0.44 -0.06 0.05
0.15 -0.35 0.12
0.13 -0.13 -0.10
-0.04 -0.12 -0.03
-0.06 -0.64 0.25
0.17 -0.17 -1.04
-0.49 -0.59 -0.02
0.26 -0.22 0.69
0.09 0.24 -0.36
-0.04 0.45 0.70
-0.17 0.03 0.32
0.10 0.02 0.13
0.28 0.58 -0.10
-0.43 0.32 -0.02
-0.02 0.43 -0.07
-0.05 -0.30 -0.05
0.14 -0.29 -0.21
0.00 -0.42 0.03
-0.10 -0.02 0.32
0.50 0.04 -0.37
0.19 -0.06 -0.11
-0.30 0.34 0.15
-0.05 -0.23 -0.02
-0.05 0.11 -0.12
0.20 0.00 -0.25
-0.12 -0.07 0.43
0.08 0.11 -0.09
-0.03 -0.13 0.06
-0.32 0.00 0.14
0.03 -0.20 0.20
-0.02 0.18 -0.38
0.01 -0.47 -0.72
-0.56 0.97 0.12
0.46 0.07 0.06
0.36 0.21 -0.50
-0.09 -0.34 0.55
-0.26 -0.19 0.18
-0.12 0.47 -0.01
0.10 -0.08 0.14
0.17 -0.47 0.17
0.24 0.14 -0.07
-0.08 -0.20 0.18
0.16 0.18 -0.15
0.39 -0.08 -0.21
0.60 0.21 0.29
-0.91 0.16 -0.06
0.79 -0.44 -1.01
-0.64 0.03 0.37
0.91 0.79 0.12
-0.29 -0.10 -0.22
0.01 -0.16 -0.09
0.07 -0.01 0.13
0.16 0.02 -0.13
-0.21 0.09 0.64
-0.28 0.16 0.12
-0.40 -0.39 0.09
-0.43 -0.31 -0.10

***

DFT (the ωB97M-V functional and the def2-TZVPD basis) results for a molecular structure, C31H44CdN4P2.

Output
LUMO level (spin up / spin down)	-0.487 / -1.027	eV
strongest force on any atom	3.16	eV/Å
relative energy (zero: lowest compared OMol25 entry of this formula, charge and spin)	374.6	kJ/mol
highest occupied orbital energy (spin up / spin down)	-0.166 / -0.177	Eh
Kohn-Sham gap (spin up / spin down)	0.14791 / 0.13946	Eh

Last column: Mulliken charge in e.
Geometry (Å):
Cd  -0.823  2.271  -2.031  0.50
C  -1.580  1.955  -3.975  -1.14
C  -1.696  0.582  -3.813  0.27
C  -0.798  -0.408  -4.442  -1.03
C  0.716  -0.047  -4.465  -1.04
C  1.211  0.748  -3.331  0.82
C  1.097  2.108  -3.136  -1.29
C  0.768  2.986  -4.337  -0.85
C  -0.595  2.570  -4.970  -0.94
C  0.767  2.081  2.316  -0.78
H  -2.437  2.618  -3.764  0.71
H  -2.645  0.162  -3.484  0.87
H  -1.132  -0.572  -5.481  0.39
H  -0.931  -1.389  -3.956  0.38
H  1.240  -1.019  -4.428  0.40
H  0.973  0.412  -5.434  0.39
H  2.004  0.236  -2.770  0.20
H  1.839  2.518  -2.428  0.76
H  1.550  2.937  -5.105  0.29
H  0.691  4.034  -4.018  0.38
H  -1.094  3.489  -5.320  0.39
H  -0.463  1.896  -5.829  0.27
H  -0.039  2.739  2.667  0.19
H  1.761  2.490  2.127  0.47
H  0.691  1.007  2.520  -0.08
P  1.865  -0.392  0.698  0.31
P  -1.381  -1.338  0.985  -0.22
N  3.150  0.630  -0.202  0.59
N  3.015  -1.645  1.044  0.50
N  -2.034  0.148  0.129  0.39
N  -2.856  -2.351  0.905  0.40
C  0.937  -1.153  -0.726  0.72
C  -0.387  -1.926  -0.457  -1.24
C  3.243  2.025  -0.069  -0.61
C  4.278  2.509  -0.870  -0.65
C  4.820  1.376  -1.569  -0.63
C  4.100  0.252  -1.159  -0.54
C  3.974  -1.447  2.060  -0.67
C  4.705  -2.622  2.202  -0.55
C  4.201  -3.567  1.244  -0.69
C  3.175  -2.941  0.546  -0.38
C  -1.881  1.450  0.570  0.65
C  -2.480  2.319  -0.349  -1.61
C  -3.132  1.472  -1.338  -1.76
C  -2.734  0.164  -1.072  0.34
C  -4.043  -2.384  0.156  -0.08
C  -4.996  -3.152  0.820  -0.61
C  -4.387  -3.610  2.033  -0.68
C  -3.101  -3.110  2.071  -0.38
H  1.616  -1.813  -1.293  1.12
H  0.696  -0.328  -1.415  -1.81
H  -1.025  -1.923  -1.365  0.37
H  -0.146  -2.982  -0.252  0.49
H  2.604  2.554  0.608  0.07
H  4.593  3.537  -0.949  0.47
H  5.624  1.410  -2.292  0.43
H  4.213  -0.777  -1.454  0.50
H  4.024  -0.497  2.562  0.42
H  5.510  -2.774  2.898  0.44
H  4.558  -4.570  1.091  0.45
H  2.551  -3.299  -0.260  0.38
H  -1.441  1.640  1.545  0.08
H  -2.715  3.363  -0.154  0.64
H  -3.901  1.775  -2.035  0.57
H  -2.991  -0.765  -1.570  0.56
H  -4.128  -1.930  -0.816  0.32
H  -6.007  -3.338  0.483  0.44
H  -4.860  -4.229  2.792  0.42
H  -2.301  -3.242  2.792  0.39
C  -2.455  0.288  5.882  -1.59
C  -1.152  0.437  5.062  1.55
C  0.106  -0.035  5.817  -1.51
C  -1.309  -0.295  3.816  -1.53
H  -2.682  -0.776  6.037  0.32
H  -3.289  0.732  5.324  0.37
H  -2.370  0.758  6.871  0.42
H  -1.011  1.511  4.817  0.01
H  0.137  -1.129  5.889  0.33
H  1.000  0.304  5.283  0.31
H  0.160  0.389  6.823  0.43
H  -2.296  -0.402  3.389  0.32
H  -0.435  -0.706  3.305  0.69

Cartesian forces, eV/Å:
1.05 0.54 2.93
-1.15 -0.67 -2.57
-1.00 1.04 -1.10
0.69 -0.49 -0.22
-0.45 -1.12 -0.84
1.34 -0.12 0.68
1.93 0.53 -0.61
-0.85 0.16 -0.03
-0.06 0.54 0.11
-0.45 -0.37 -0.89
0.12 -0.69 -0.12
0.32 0.32 0.13
-0.01 0.01 0.09
0.09 0.36 -0.02
-0.07 0.43 -0.23
-0.03 -0.08 0.31
-0.60 0.40 0.19
-0.38 -0.17 -0.29
0.03 -0.10 0.21
0.11 -0.24 -0.05
0.25 -0.38 -0.22
-0.05 0.29 0.27
0.56 -0.09 0.17
-0.45 -0.06 0.62
0.04 0.82 0.21
1.36 1.13 -0.59
-0.99 0.47 -1.62
-0.77 0.66 -0.44
1.00 -1.12 0.51
0.29 0.08 0.24
-0.15 -0.13 0.66
-0.09 -0.18 -0.55
-0.01 -0.47 -0.17
1.03 -0.43 -0.59
-0.91 -1.32 0.34
-1.01 -0.41 0.59
0.18 0.92 0.23
-0.40 -1.51 -0.80
-0.92 0.79 -0.68
-0.60 1.05 -0.10
0.63 0.29 0.77
-0.27 -0.74 0.24
-0.98 -0.52 0.57
0.20 -1.17 1.00
-0.87 0.87 0.58
-0.35 -0.75 0.56
1.39 0.70 -0.15
0.50 0.28 -0.10
-0.50 0.01 -0.59
-0.27 0.28 0.04
0.17 -0.16 0.54
0.42 -0.03 0.31
-0.18 0.23 0.10
-0.19 -0.06 -0.03
-0.02 -0.04 0.05
-0.08 -0.20 0.09
0.04 -0.12 0.09
0.03 0.02 0.09
0.07 -0.02 0.06
-0.04 -0.07 -0.05
0.11 -0.06 0.17
0.24 0.07 -0.53
0.20 -0.29 -0.04
0.39 0.04 -0.28
0.27 0.54 0.06
-0.05 -0.02 0.27
0.20 0.00 -0.01
0.25 0.18 -0.22
-0.29 0.12 -0.05
0.30 0.03 0.06
-0.14 0.37 0.99
-0.01 0.18 -0.10
0.60 -0.40 -0.48
0.05 0.18 -0.01
0.10 -0.05 0.24
-0.09 0.01 -0.27
0.00 -0.23 0.17
-0.06 0.19 0.05
-0.12 -0.13 -0.03
-0.11 -0.05 -0.05
-0.06 -0.10 -0.17
-0.50 0.21 0.32